No. 1
ORCA calculation (wB97M-V/def2-TZVPD) on C19H53F9HfN3O12PS as an isolated structure in a non-equilibrium geometry.

XYZ file:
```
99
Properties=species:S:1:pos:R:3:forces:R:3
Hf -3.87790 -2.92484 2.18834 1.2 0.6 -0.8
P 1.19076 -2.34350 7.84089 0.3 -0.7 0.7
F 1.32329 -1.32216 6.61154 0.4 -0.2 -0.9
F -0.40184 -2.51072 7.50077 0.4 -0.8 0.1
F 1.54794 -3.66242 6.87414 -0.7 1.1 0.4
F 1.18465 -3.31396 9.14861 -1.2 0.2 -0.6
F 2.77378 -2.22861 8.15753 0.0 0.9 -0.4
F 0.76178 -1.05635 8.73354 0.6 -0.4 0.4
C 1.79357 0.03547 0.16662 -2.0 0.0 0.8
F 2.88201 -0.40771 -0.33010 1.9 -1.4 -0.9
F 1.67827 -0.37061 1.45652 -0.1 0.3 -1.0
F 1.89276 1.36095 0.14102 -0.9 0.2 0.1
S 0.26549 -0.68638 -0.88830 1.0 -0.8 1.5
O -0.22326 0.44145 -1.65171 0.4 -0.5 -0.5
O 0.82104 -1.89701 -1.54500 -0.6 2.0 0.3
O -0.71629 -1.10979 0.11932 0.2 0.1 -0.2
C 6.33534 -4.09373 0.29490 -1.3 1.2 -1.1
O 7.13965 -5.16477 0.11192 1.3 -2.4 0.4
H 5.45924 -4.31946 -0.31305 -0.9 0.6 0.4
H 6.06456 -3.84948 1.32210 0.5 -0.1 -0.1
H 6.82912 -3.31225 -0.28266 -0.2 1.2 0.5
H 6.88958 -5.47049 -0.76307 0.6 -0.6 0.0
C 2.68232 0.81596 -5.26793 0.3 1.3 0.0
O 1.90174 2.04021 -5.00609 0.3 -1.9 -0.3
H 3.56219 0.91841 -4.63276 0.4 -0.2 -0.2
H 2.24955 -0.15541 -5.02867 -0.8 0.3 0.2
H 2.94876 0.80066 -6.32475 0.1 0.2 0.2
H 1.40403 1.80555 -4.21944 -0.3 0.3 0.2
C -2.21595 2.03153 6.01327 0.4 0.8 -0.7
C -2.65231 1.70120 4.57664 -1.8 1.8 -0.6
C -2.27486 2.85691 3.60468 -0.5 0.0 0.1
O -2.30266 2.50777 2.23325 -1.0 -0.5 -0.2
C -2.29294 3.67351 1.40860 -0.1 -1.0 0.2
N -2.13902 0.41169 4.09696 1.4 1.0 1.2
H -2.51479 3.05230 6.25164 -0.4 -0.1 0.2
H -1.12882 2.09555 6.05967 0.2 -0.4 0.1
H -2.59066 1.32704 6.75582 0.0 0.1 -0.1
H -3.73641 1.60273 4.63262 -0.3 0.3 -0.3
H -1.27445 3.26461 3.74983 0.3 0.0 0.8
H -3.00456 3.65054 3.76531 0.0 0.3 0.2
H -2.61405 3.38149 0.40874 0.4 -0.1 0.0
H -1.26339 4.03126 1.42111 -0.1 0.6 -0.3
H -3.03570 4.39130 1.75670 0.3 0.3 0.2
H -1.68665 0.36560 4.99881 0.3 -2.9 0.8
H -1.27696 0.79853 3.74017 0.7 -0.7 -1.9
C 1.85235 8.01200 -3.79709 -0.1 1.2 -0.5
C 3.06908 7.59686 -2.95689 0.9 0.2 -1.1
C 2.80858 7.33426 -1.50778 -1.2 0.0 -1.0
O 2.47297 8.52285 -0.88136 0.6 -1.0 1.9
C 2.59988 8.43324 0.55973 -0.3 1.0 0.1
N 3.62441 6.42712 -3.61453 -1.6 -0.1 0.9
H 0.95662 7.39154 -3.76869 0.2 -0.2 0.4
H 2.16806 8.08669 -4.83768 0.0 -0.1 -0.1
H 1.64024 9.04740 -3.53055 -0.5 0.0 0.2
H 3.76170 8.42771 -3.09126 0.2 0.3 0.3
H 3.49347 6.61078 -1.06550 0.6 0.6 0.6
H 1.87642 6.77231 -1.56608 -0.7 -0.6 0.2
H 2.02983 7.71840 1.15316 -0.6 -0.9 -1.0
H 2.15606 9.35821 0.92790 0.9 0.3 0.0
H 3.62613 8.20784 0.84975 0.2 0.7 -0.1
H 3.14498 5.70458 -3.09667 0.7 -1.4 0.1
H 3.16324 6.36253 -4.51077 0.7 -0.1 -0.8
C -6.88353 1.64865 -0.93528 0.4 -1.2 0.4
C -6.41262 0.16206 -0.80050 -0.5 0.7 -1.7
C -5.61971 -0.27633 -2.09375 0.6 -1.7 2.0
O -4.86711 -1.47551 -1.64196 -0.5 0.7 -1.9
C -4.30076 -2.05668 -2.83974 0.7 0.3 0.6
N -5.62792 0.05751 0.41922 0.4 0.6 0.9
H -6.08950 2.33244 -0.63522 0.8 0.0 -1.2
H -7.55385 2.00150 -0.15153 -1.1 -0.7 -0.4
H -7.23471 1.68038 -1.96668 -0.2 1.1 0.3
H -7.27259 -0.50444 -0.73468 0.0 0.0 0.1
H -4.91675 0.43044 -2.53468 0.1 0.4 0.5
H -6.23861 -0.60396 -2.92904 -0.6 0.2 0.3
H -3.64562 -1.33761 -3.33149 0.1 0.3 0.0
H -5.02820 -2.35502 -3.59467 -0.3 -0.2 0.3
H -3.64758 -2.87998 -2.55058 -0.3 -0.2 0.0
H -6.21524 0.51526 1.10158 -1.1 -1.0 1.0
H -5.11788 0.92777 0.36824 2.0 -0.2 -0.3
C 0.10982 -5.55511 1.86613 0.1 -1.4 0.3
C -0.75482 -6.32589 0.82695 0.3 1.4 -0.7
O -2.07026 -5.69380 0.57976 0.7 -0.4 0.9
O -0.62513 -4.71370 2.70780 -1.4 1.1 0.1
H 0.98127 -5.01015 1.50324 -0.2 -0.1 -0.7
H 0.47422 -6.31847 2.55361 0.5 -0.3 -0.3
H -0.78143 -7.38610 1.07859 -0.8 0.2 0.3
H -0.26608 -6.26707 -0.14556 0.3 -0.1 0.1
H -2.30685 -6.04913 -0.28011 -0.4 0.1 -0.1
H 0.02987 -4.41154 3.34127 -0.2 0.4 0.5
C 3.40415 -7.12207 -3.94999 0.1 -1.4 0.3
C 2.62175 -6.60774 -5.16280 0.6 -0.1 -0.4
O 1.38090 -5.98341 -4.97816 0.1 -0.2 0.4
O 2.93165 -8.42801 -3.63118 -0.4 0.1 0.3
H 3.38235 -6.51981 -3.04175 -0.5 0.5 -0.1
H 4.46735 -7.24972 -4.15351 0.0 0.5 -0.6
H 2.45015 -7.45083 -5.83202 0.0 0.0 0.1
H 3.31672 -5.95547 -5.69163 0.1 0.5 -0.2
H 1.45522 -5.35308 -4.25790 0.0 0.2 0.1
H 3.66938 -9.04228 -3.63574 0.0 -0.1 0.0
```
Positions in Å, forces in eV/Å.

Spin multiplicity ... 1
LUMO level ... -12.20 eV
Orbital gap ... 1.2 eV
Net charge ... +2
HOMO energy ... -0.49349 hartree
Largest force on an atom ... 3.037 eV Å⁻¹

In elementary charge units, the Mulliken charges are: 1.70, 1.16, -0.32, -0.34, -0.37, -0.30, -0.31, -0.33, 0.62, -0.21, -0.20, -0.23, 1.12, -0.51, -0.49, -0.51, -0.42, -0.42, 0.13, 0.27, 0.29, 0.34, -0.52, -0.45, 0.27, 0.24, 0.26, 0.31, -1.66, 0.35, -1.01, -0.11, -0.86, -0.43, 0.42, 0.47, 0.41, 0.21, 0.39, 0.46, 0.22, 0.33, 0.38, 0.30, 0.26, -1.47, 0.44, -0.68, -0.26, -0.74, -0.50, 0.37, 0.47, 0.37, 0.28, 0.47, 0.34, 0.32, 0.29, 0.33, 0.30, 0.32, -1.30, 0.18, -0.84, -0.27, -0.81, -0.34, 0.38, 0.42, 0.36, 0.30, 0.41, 0.42, 0.33, 0.34, 0.24, 0.32, 0.03, -0.39, -0.33, -0.51, -0.51, 0.32, 0.30, 0.33, 0.27, 0.29, 0.30, -0.28, -0.34, -0.43, -0.48, 0.21, 0.33, 0.29, 0.29, 0.30, 0.33


No. 2
ORCA calculation (wB97M-V/def2-TZVPD) on C19H55BGaO8 as an isolated structure in a non-equilibrium geometry.

XYZ file:
```
84
Properties=species:S:1:pos:R:3:forces:R:3
C 5.28280 -0.80873 -2.42876 -0.3 -0.1 0.0
Ga 3.67562 -0.27447 -3.61096 0.1 0.0 0.1
B 1.93692 -0.75695 -2.43849 0.4 0.2 -0.5
O 1.27640 -1.98312 -2.52682 0.0 -0.3 0.8
O 1.39214 0.08726 -1.46858 -1.2 0.1 -0.2
H 5.01579 -1.71693 -1.87432 0.1 0.0 0.0
H 5.47801 -0.01990 -1.69659 0.1 0.0 0.0
H 6.18526 -1.01914 -3.00857 0.1 0.1 0.1
H 3.75713 1.33197 -3.91372 0.0 0.0 0.0
H 3.66546 -1.13680 -4.96965 0.1 0.0 0.0
H 1.86757 -2.65362 -2.16352 0.1 -0.2 -0.3
H 1.38342 0.98402 -1.81172 0.6 0.3 0.2
C -2.51442 0.31679 0.25336 0.0 0.2 0.1
C -2.81988 0.79161 -1.15685 0.1 -0.2 0.1
C -3.30807 -0.35110 -2.03553 0.0 0.1 -0.1
O -1.66595 1.40659 -1.72374 0.0 -0.1 -0.1
H -1.72400 -0.43660 0.23184 0.0 0.0 0.0
H -2.15177 1.15061 0.85595 0.0 0.0 0.0
H -3.38439 -0.12093 0.74029 0.0 0.0 0.0
H -3.57908 1.57814 -1.13203 0.0 0.0 0.0
H -2.53531 -1.12094 -2.10640 0.0 0.0 0.0
H -3.51801 0.00683 -3.04451 0.0 0.0 0.0
H -4.20813 -0.80902 -1.62179 0.0 0.0 0.0
H -0.96583 0.73541 -1.72712 0.1 0.1 0.0
C -4.97150 -3.56290 2.76008 0.0 0.1 0.0
C -5.27714 -3.09750 1.34398 0.1 -0.2 0.0
C -5.77523 -4.23948 0.47027 0.0 0.0 -0.1
O -4.13941 -2.47416 0.76303 -0.2 0.0 0.0
H -4.18046 -4.31773 2.74464 0.0 0.0 0.0
H -4.62404 -2.72760 3.36735 0.0 0.0 0.0
H -5.85201 -4.00031 3.23396 0.0 0.0 0.0
H -6.03591 -2.31274 1.37821 0.0 0.0 0.0
H -5.00734 -5.01400 0.39087 0.0 0.0 0.0
H -5.99463 -3.88147 -0.53528 0.0 0.0 0.0
H -6.67657 -4.69399 0.88501 0.0 0.0 0.0
H -3.42917 -3.12419 0.71091 0.1 0.1 0.0
C 0.75472 2.00229 -6.01325 0.0 -0.1 0.1
C 1.90597 1.75307 -6.97409 -0.2 0.1 0.1
C 1.69247 2.45024 -8.31249 0.1 -0.1 0.0
O 2.11371 0.36212 -7.15039 0.2 -0.1 -0.3
H -0.17784 1.60397 -6.42745 0.0 0.0 0.0
H 0.95133 1.49763 -5.06795 0.0 0.0 0.0
H 0.61611 3.06811 -5.82092 0.0 0.0 0.0
H 2.83014 2.10907 -6.51623 0.0 0.0 0.0
H 0.78888 2.06737 -8.79809 0.0 0.0 0.0
H 2.53646 2.26286 -8.97732 0.0 0.0 0.0
H 1.57946 3.52887 -8.18587 0.0 0.0 0.0
H 1.32552 -0.03472 -7.53655 -0.1 0.1 0.1
C 5.47867 -4.77777 -0.17967 0.0 0.1 -0.1
C 4.24988 -4.08728 0.39043 0.1 -0.1 0.0
C 3.64495 -4.86809 1.54815 -0.1 0.1 0.0
O 3.28311 -3.87028 -0.62904 -0.2 0.0 -0.1
H 5.20987 -5.76557 -0.56720 0.0 0.0 0.0
H 5.88994 -4.19105 -1.00035 0.0 0.0 0.0
H 6.24969 -4.90758 0.58187 0.0 0.0 0.0
H 4.52311 -3.08655 0.72767 0.0 0.0 0.0
H 3.32626 -5.85858 1.20907 0.0 0.0 0.0
H 2.77074 -4.34923 1.94114 0.0 0.0 0.0
H 4.36673 -5.00050 2.35597 0.0 0.0 0.0
H 3.00518 -4.72518 -0.97684 0.1 0.0 0.0
C -0.69633 1.68400 3.93818 0.0 -0.1 -0.1
C -0.46572 0.18667 4.06474 0.2 0.1 -0.1
C 0.81976 -0.12137 4.82012 0.0 -0.1 0.0
O -0.45692 -0.43419 2.78502 0.0 -0.1 0.1
H 0.12078 2.13941 3.37035 0.0 0.0 0.0
H -1.62349 1.88338 3.40175 0.0 0.0 0.0
H -0.74990 2.17434 4.90892 0.0 0.0 0.0
H -1.30964 -0.26683 4.59002 0.0 0.0 0.0
H 1.67783 0.28956 4.28151 0.0 0.0 0.0
H 0.96376 -1.19853 4.90706 0.0 0.0 0.0
H 0.80548 0.31285 5.82159 0.0 0.0 0.0
H 0.26791 -0.05985 2.26928 -0.1 0.0 -0.1
C -0.12647 6.45503 5.50244 0.0 -0.1 0.0
C -1.08921 5.77395 4.54244 0.0 0.1 0.1
C -2.20473 6.70839 4.10210 0.0 -0.1 0.0
O -1.62521 4.58671 5.12298 0.0 0.0 0.0
H -0.65527 6.76807 6.40779 0.0 0.0 0.0
H 0.66765 5.76914 5.79606 0.0 0.0 0.0
H 0.32556 7.33823 5.04955 0.0 0.0 0.0
H -0.54086 5.42776 3.66504 0.0 0.0 0.0
H -2.79189 7.02869 4.96814 0.0 0.0 0.0
H -2.87474 6.20080 3.40913 0.0 0.0 0.0
H -1.80598 7.59789 3.61301 0.0 0.0 0.0
H -2.12568 4.83772 5.90742 0.0 0.0 0.0
```
Positions in Å, forces in eV/Å.

Spin multiplicity ... 1
LUMO level ... 2.13 eV
Orbital gap ... 5.8 eV
Net charge ... -1
HOMO energy ... -0.13299 hartree
Largest force on an atom ... 1.186 eV Å⁻¹

In elementary charge units, the Mulliken charges are: -0.55, 0.45, 0.18, -0.67, -0.56, -0.27, 0.25, 0.29, -0.32, -0.29, 0.27, 0.25, -0.84, 0.35, -1.21, -0.53, 0.24, 0.16, 0.26, 0.34, 0.25, 0.35, 0.30, 0.33, -1.32, 0.45, -1.35, -0.36, 0.34, 0.31, 0.39, 0.24, 0.34, 0.32, 0.39, 0.25, -1.01, 0.52, -1.44, -0.49, 0.34, 0.07, 0.35, 0.26, 0.36, 0.34, 0.36, 0.31, -1.24, 0.44, -1.40, -0.44, 0.34, 0.29, 0.38, 0.27, 0.36, 0.30, 0.39, 0.28, -1.20, 0.40, -1.37, -0.42, 0.31, 0.28, 0.39, 0.23, 0.36, 0.33, 0.39, 0.29, -1.34, 0.56, -1.36, -0.48, 0.34, 0.32, 0.38, 0.25, 0.35, 0.33, 0.37, 0.30


Look up the net charge of the second one.
-1


Number 2 is which compound?
C19H55BGaO8


Look up the orbital gap of the first one.
1.2 eV


The highest orbital gap belongs to which entry?
C19H55BGaO8